Here is a 2-piece molecular cluster, C10H16 overall at a distorted geometry from the Open Molecules 2025 dataset. Energies are from the ωB97M-V functional and the def2-TZVPD basis.

Calculated values
F_max (eV/Å): 3.60
SMILES string: Cc1ccccc1.CCC
E_HOMO (eV): -9.15
LUMO (eV): 0.99
ΔE to the lowest compared entry with this formula, charge and spin (eV): 0.441
Charge: 0
Kohn-Sham gap (eV): 10.135

Each atom is followed by the atoms it is bonded to, with distances in Å.
Element x y z (Å)
1 C -3.704 0.891 0.332  C5 1.505, H12 1.050, H13 1.089, H15 1.102
2 C 0.052 1.192 0.793  C3 1.393, C4 1.383, H8 1.072
3 C -1.224 1.197 0.234  C2 1.393, C5 1.373, H9 1.112
4 C 0.202 0.850 2.124  C2 1.383, C6 1.380, H10 1.060
5 C -2.338 0.863 0.962  C1 1.505, C3 1.373, C7 1.392
6 C -0.897 0.499 2.882  C4 1.380, C7 1.415, H11 1.131
7 C -2.188 0.513 2.302  C5 1.392, C6 1.415, H14 1.083
8 H 0.893 1.470 0.191  C2 1.072
9 H -1.311 1.510 -0.830  C3 1.112
10 H 1.165 0.880 2.565  C4 1.060
11 H -0.768 0.251 3.978  C6 1.131
12 H -4.330 0.260 0.891  C1 1.050
13 H -3.629 0.504 -0.682  C1 1.089
14 H -3.044 0.279 2.922  C7 1.083
15 H -4.151 1.897 0.265  C1 1.102
16 C 1.908 -1.081 -1.274  C17 1.533, C18 1.521, H19 1.093, H20 1.058
17 C 3.243 -0.343 -1.423  C16 1.533, H21 1.087, H24 1.112, H25 1.103
18 C 1.638 -2.125 -2.347  C16 1.521, H22 1.147, H23 1.090, H26 1.030
19 H 1.924 -1.591 -0.308  C16 1.093
20 H 1.094 -0.406 -1.268  C16 1.058
21 H 3.455 0.188 -0.498  C17 1.087
22 H 1.480 -1.551 -3.327  C18 1.147
23 H 2.468 -2.814 -2.503  C18 1.090
24 H 3.235 0.397 -2.254  C17 1.112
25 H 4.052 -1.077 -1.568  C17 1.103
26 H 0.774 -2.653 -2.157  C18 1.030